The following is a quantum chemistry calculation of one molecule with the formula C5H13N3O at a distorted geometry, from OMol25.

Structure (XYZ):
```
22
Properties=species:S:1:pos:R:3:forces:R:3:nbo_charge:R:1
C 1.52569 0.40920 -2.38996 -0.027 -0.546 -0.401 -0.415
N 1.16848 1.15382 -1.19038 -0.191 -1.007 2.315 -0.682
C 0.69477 0.27036 0.04674 0.965 2.157 -3.262 0.011
C 1.71082 -0.56229 0.74866 -0.286 0.219 -0.088 -0.658
C -0.63871 0.37831 0.13898 1.738 -1.557 -0.345 0.438
O -1.33366 1.08706 -0.76207 1.356 0.982 -1.219 -0.715
N -1.21492 -0.52968 1.05858 -1.098 0.585 0.164 -0.317
C -2.54168 -0.98594 0.67921 -0.077 0.004 0.133 -0.411
N -1.20921 -0.09392 2.41527 -0.142 0.194 0.168 -0.652
H 1.95211 -0.58998 -2.23833 0.092 0.118 0.355 0.180
H 0.63710 0.24365 -3.00297 -0.016 0.074 -0.025 0.190
H 2.24660 0.96964 -2.98743 -0.107 0.093 0.040 0.201
H 1.95896 1.71538 -0.88697 -0.216 0.017 -0.080 0.372
H 2.39755 -1.01983 0.03470 0.022 0.018 -0.069 0.215
H 2.30775 0.03859 1.43926 0.054 -0.087 0.097 0.207
H 1.22700 -1.36930 1.29473 -0.060 -0.016 0.106 0.237
H -0.49460 1.49068 -1.39287 -1.919 -1.079 2.285 0.522
H -2.49261 -1.39934 -0.32568 -0.038 -0.033 -0.037 0.205
H -3.28508 -0.18162 0.68915 -0.040 -0.005 -0.009 0.177
H -2.84391 -1.75593 1.38580 0.001 -0.014 -0.055 0.211
H -0.25881 -0.14861 2.76497 -0.088 0.017 -0.085 0.353
H -1.51361 0.87973 2.48062 0.078 -0.133 0.010 0.332
```
Forces are in eV/Å.

Computed properties:
Molecular weight in g/mol: 131.18
SMILES: CN/C(C)=C(\O)N(C)N
E_LUMO in eV: 0.8
Frontier orbital gap in eV: 8.7
Total charge: 0
Relative energy (zero: lowest compared OMol25 entry of this formula, charge and spin) in kcal/mol: 81.2
E in eV: -11911.096
F_max in eV/A: 4.03

---

The following is a quantum chemistry calculation of C5H13N3O as an isolated structure at a distorted geometry, from OMol25.

Structure (XYZ):
```
22
Properties=species:S:1:pos:R:3:forces:R:3:nbo_charge:R:1
C -0.39915 -1.12845 0.13507 -0.820 0.371 2.349 0.125
C -1.88387 -0.97901 -0.09570 0.255 -0.010 0.051 -0.655
C 0.00057 -1.98786 1.30962 -0.110 0.045 -0.199 -0.649
C 1.91909 0.21775 -1.50130 0.678 0.919 -0.599 0.066
N 0.73656 0.41071 -1.11967 1.439 -1.018 0.991 -0.511
H 0.01882 -1.60191 -0.75301 0.472 0.846 0.124 0.196
H -2.07669 -0.28675 -0.91432 -0.053 0.025 -0.026 0.212
H -2.29682 -1.95100 -0.38710 -0.010 0.032 0.029 0.217
H -2.39289 -0.62948 0.79987 -0.111 -0.018 0.015 0.205
H -0.22909 -3.03389 1.07734 -0.090 0.000 0.093 0.203
H -0.51018 -1.67352 2.21554 0.044 -0.109 0.154 0.208
H 1.07816 -1.91832 1.45490 -0.027 0.027 0.121 0.222
H 2.55166 -0.65747 -1.35692 -1.023 -1.513 -0.919 0.149
H 2.55701 0.94777 -1.99181 0.371 1.232 0.829 0.132
C 0.42137 1.40874 -0.04145 -0.331 1.355 -2.116 0.631
N -0.58016 2.33487 -0.52937 -0.304 0.446 0.521 -0.863
O 1.57578 2.16474 0.27768 -0.324 -0.105 -0.015 -0.732
N 0.01262 0.58696 1.02286 -0.004 -2.255 -1.313 -0.740
H 1.77191 1.93388 1.19325 0.003 -0.026 -0.037 0.492
H -0.14377 3.04283 -1.10916 -0.009 -0.084 0.045 0.372
H -1.27307 1.84201 -1.08083 0.107 0.017 0.021 0.358
H -0.85786 0.95741 1.39452 -0.152 -0.175 -0.120 0.362
```
Forces are in eV/Å.

Computed properties:
Molecular weight in g/mol: 131.18
E_LUMO in eV: 0.4
Frontier orbital gap in eV: 8.2
Total charge: 0
Relative energy (zero: lowest compared OMol25 entry of this formula, charge and spin) in kcal/mol: 132.2
E in eV: -11908.884
F_max in eV/A: 2.61

---

The following is a quantum chemistry calculation of a 2-piece molecular cluster, C5H13N3O overall at a distorted geometry, from OMol25.

Structure (XYZ):
```
22
Properties=species:S:1:pos:R:3:forces:R:3:nbo_charge:R:1
C 1.77836 -0.31508 0.07945 -4.557 2.502 -2.078 0.477
C -1.55310 -0.93703 -0.49504 -2.625 -0.794 2.075 -0.405
C -0.93187 0.15327 -1.30648 -2.750 1.473 2.076 -0.524
C -1.82531 -0.24544 0.83258 -1.815 -1.725 3.546 -0.266
C -0.08348 0.85242 -0.31034 4.394 -1.409 -0.959 0.572
N 1.77174 -1.57322 -0.04907 -0.891 -2.022 -0.259 -0.739
N 2.72915 0.51602 0.29134 -2.670 0.761 0.188 -0.725
N -0.70774 0.67720 1.04896 0.396 2.318 -1.566 -0.555
O 0.48251 2.04464 -0.57018 -0.423 -1.112 2.583 -0.670
H -2.57934 -1.42123 -0.67049 1.796 0.646 -0.948 0.306
H -0.82252 -1.69077 -0.28047 0.089 -0.769 -0.212 0.196
H -0.52318 -0.23053 -2.14061 2.082 -0.828 -2.909 0.282
H -1.69554 0.89568 -1.61354 0.102 -0.223 -0.052 0.266
H -2.81491 0.24730 0.97217 0.858 0.334 -0.936 0.274
H -1.87916 -0.85425 1.81536 0.355 0.141 -1.901 0.270
H 1.01473 -2.16572 -0.42597 0.715 0.759 0.448 0.449
H 2.56043 -2.02253 0.31501 1.488 -1.599 0.252 0.424
H 2.22470 1.40187 0.39835 2.018 0.685 0.124 0.448
H 3.62923 0.22628 0.54754 1.855 0.320 0.491 0.446
H -1.03513 1.61848 1.25984 -0.067 0.262 0.807 0.467
H 0.00180 0.38506 1.70106 -0.012 -0.111 0.610 0.460
H 0.25863 2.43758 -1.39949 -0.338 0.391 -1.381 0.546
```
Forces are in eV/Å.

Computed properties:
Molecular weight in g/mol: 131.18
E_LUMO in eV: -8.3
Frontier orbital gap in eV: 10.5
Total charge: +2
Relative energy (zero: lowest compared OMol25 entry of this formula, charge and spin) in kcal/mol: 98.2
E in eV: -11894.146
F_max in eV/A: 5.60

---

The following is a quantum chemistry calculation of an isolated ion of composition C5H13N4 and charge +1 at a distorted geometry, from OMol25.

Structure (XYZ):
```
22
Properties=species:S:1:pos:R:3:forces:R:3:nbo_charge:R:1
C -3.76414 -0.66485 0.14532 -0.793 -2.880 1.143 -0.383
C -2.90508 0.27170 -0.15589 0.058 3.803 0.307 -0.049
N -1.47437 0.16478 -0.08781 -1.002 0.050 -0.355 -0.514
C -0.65539 1.19070 -0.15791 1.371 -1.655 1.912 0.376
N 0.66923 0.99993 -0.01235 -2.323 -3.792 -0.324 -0.116
N 1.61438 1.92680 -0.12567 -0.570 0.439 -2.753 -0.596
N 1.01712 -0.66555 -0.09276 0.301 2.885 0.169 -0.263
C 1.97467 -0.76271 -1.21711 -2.507 -2.128 0.768 -0.442
C 1.59475 -0.90194 1.25484 -3.268 -1.518 -1.347 -0.467
H -4.88564 -0.66881 0.17954 1.397 0.852 -0.316 0.260
H -3.39866 -1.66777 0.52431 -0.154 1.130 -0.790 0.212
H -3.19467 1.39077 -0.28125 0.238 -2.216 -0.238 0.215
H -1.05125 -0.73147 0.05274 0.344 -0.666 -0.352 0.450
H -1.12676 2.10895 0.07696 0.104 1.473 -0.795 0.236
H 2.08774 1.77606 -1.02740 0.163 0.832 0.828 0.377
H 2.18045 2.03707 0.66020 1.154 0.049 1.393 0.388
H 2.60575 0.05215 -1.17779 1.983 1.206 -0.303 0.177
H 2.43093 -1.73801 -1.10717 0.716 0.054 0.193 0.240
H 1.41880 -0.86307 -2.14191 -0.106 0.526 -0.234 0.224
H 1.61947 -1.96092 1.42015 0.708 -1.000 -0.604 0.239
H 2.54899 -0.51286 1.40411 1.288 1.235 0.839 0.208
H 0.69365 -0.78096 1.86684 0.900 1.319 0.861 0.229
```
Forces are in eV/Å.

Computed properties:
Molecular weight in g/mol: 129.19
SMILES: C=CN/C=[N+](/N)N(C)C
E_LUMO in eV: -3.6
Frontier orbital gap in eV: 9.7
Total charge: +1
Relative energy (zero: lowest compared OMol25 entry of this formula, charge and spin) in kcal/mol: 100.6
E in eV: -11345.750
F_max in eV/A: 4.46

---

The following is a quantum chemistry calculation of a 2-piece molecular cluster, C5H13N5S overall at a distorted geometry, from OMol25.

Structure (XYZ):
```
24
Properties=species:S:1:pos:R:3:forces:R:3:nbo_charge:R:1
C 4.39438 -0.06888 -0.39002 2.626 0.202 -0.998 0.173
C 1.32592 -2.31581 0.68900 -0.883 -0.786 0.430 -0.675
C -1.39993 0.96153 0.78504 -1.348 0.491 0.413 -0.454
C -0.02833 2.07936 -1.16625 -2.045 -2.651 -3.545 -0.391
C 0.21000 -1.27289 0.47305 -1.794 0.669 2.265 -0.321
N 2.74557 0.97884 0.84248 2.818 1.646 1.743 0.064
N 1.67033 1.30673 0.99951 -2.865 0.012 0.476 0.094
N 3.17057 0.23512 -0.21019 -2.100 -3.548 -1.631 -0.501
N 0.50810 -0.09852 -0.33785 1.499 -0.783 0.268 -0.180
N -0.56401 0.81139 -0.52052 -1.491 -1.502 0.724 -0.252
S 5.84334 -0.25098 -0.80414 -1.467 -0.034 0.656 0.714
H 0.79527 -3.27850 1.04779 0.904 1.672 -0.153 0.298
H 1.76851 -2.67150 -0.24829 0.228 0.392 0.033 0.236
H 2.07379 -1.98338 1.45074 -0.549 -0.450 -0.659 0.232
H -0.77412 0.71501 1.62873 0.415 0.913 0.035 0.237
H -1.76598 2.00435 0.77920 0.158 -0.645 0.237 0.263
H -2.27571 0.22795 0.97460 1.306 1.105 -1.429 0.276
H 0.43392 2.62146 -0.47800 2.045 2.178 2.987 0.227
H 0.61288 1.84216 -2.04985 -0.410 -0.237 1.001 0.254
H -0.85370 2.63475 -1.56471 -0.667 0.227 -0.021 0.256
H -0.22745 -0.92942 1.57282 1.128 -1.217 -2.758 0.238
H -0.63443 -1.73771 -0.07755 0.095 -0.106 0.424 0.249
H 2.34071 -0.46770 -0.47210 1.565 1.645 -0.285 0.503
H -1.25735 0.29103 -1.11625 0.834 0.807 -0.213 0.459
```
Forces are in eV/Å.

Computed properties:
Molecular weight in g/mol: 175.26
E_LUMO (alpha / beta) in eV: -9.6 / -9.6
Frontier orbital gap (alpha / beta) in eV: 8.4 / 7.4
Total charge: +2
Relative energy (zero: lowest compared OMol25 entry of this formula, charge and spin) in kcal/mol: 168.0
E in eV: -23656.678
F_max in eV/A: 4.88

---

The following is a quantum chemistry calculation of one molecule with the formula C5H13NO at a distorted geometry, from OMol25.

Structure (XYZ):
```
20
Properties=species:S:1:pos:R:3:forces:R:3:nbo_charge:R:1
C -1.64675 0.84871 -1.55342 -2.578 -0.611 0.805 -0.616
C -1.76790 0.24213 -0.06799 0.258 -0.300 -2.389 -0.397
C -0.94263 0.97935 0.95806 1.286 -5.533 0.011 -0.402
C 0.54784 0.63776 0.73814 0.277 4.159 -1.735 -0.226
N 0.81527 -0.71577 0.47702 -0.140 -2.141 -1.482 -0.659
C 2.06159 -1.15850 -0.15505 4.519 1.685 5.792 0.112
O 2.78995 -2.49055 0.10631 -2.598 2.168 -0.351 -0.709
H -2.11354 -0.01397 -2.16936 0.202 1.991 0.500 0.212
H -2.18480 1.90349 -1.61440 0.794 -2.388 -0.096 0.199
H -0.69128 0.96690 -1.97847 1.508 0.162 -0.064 0.197
H -1.57203 -0.85336 -0.15280 0.274 0.935 0.324 0.212
H -2.82330 0.29284 0.04177 -1.029 0.240 0.875 0.200
H -1.09924 1.95607 0.79486 -0.461 3.751 0.337 0.208
H -1.03539 0.56464 1.97699 -1.122 0.757 -0.155 0.194
H 1.00865 1.22654 1.52024 0.987 -1.020 1.502 0.173
H 0.94514 1.36648 -0.00763 -0.364 -1.190 -0.836 0.191
H 0.73666 -1.17546 1.32173 -0.330 -1.493 2.135 0.355
H 2.85568 -0.55550 0.49994 -0.974 -0.326 -2.482 0.136
H 2.06179 -1.02908 -1.15714 0.011 0.653 -3.046 0.165
H 2.05427 -2.99273 0.42120 -0.520 -1.499 0.352 0.455
```
Forces are in eV/Å.

Computed properties:
Molecular weight in g/mol: 103.16
SMILES: CCCCNCO
E_LUMO in eV: 0.9
Frontier orbital gap in eV: 9.8
Total charge: 0
Relative energy (zero: lowest compared OMol25 entry of this formula, charge and spin) in kcal/mol: 87.6
E in eV: -8930.213
F_max in eV/A: 7.54

---

The following is a quantum chemistry calculation of one molecule with the formula C5H13NO, from OMol25.

Structure (XYZ):
```
20
Properties=species:S:1:pos:R:3:forces:R:3:nbo_charge:R:1
C -2.11480 -0.19703 0.07855 0.214 0.134 -0.123 -0.616
C -0.88353 0.51881 -0.47081 0.088 -0.427 0.177 -0.433
C 0.43140 0.08204 0.20522 0.057 0.570 -0.203 0.258
C 1.61821 0.77487 -0.47994 -0.308 -0.343 0.091 -0.646
C 0.42904 0.41925 1.69610 0.148 -0.410 -0.362 -0.623
O 0.58255 -1.34713 0.19241 0.023 -0.160 0.178 -0.414
N 0.66235 -1.97929 -1.06115 0.206 0.037 -0.160 -0.506
H -1.94512 -1.27059 0.11372 -0.039 -0.105 0.040 0.216
H -2.97619 -0.00285 -0.55270 -0.166 0.020 -0.044 0.210
H -2.34663 0.14561 1.08182 -0.086 -0.020 0.155 0.206
H -0.80665 0.32988 -1.54501 0.045 0.094 -0.040 0.194
H -0.98871 1.59608 -0.34404 0.049 0.092 -0.076 0.210
H 1.59403 0.63678 -1.56039 0.008 0.026 -0.072 0.204
H 1.58378 1.84095 -0.27705 0.010 0.150 -0.009 0.218
H 2.55246 0.37558 -0.09431 0.140 -0.021 0.067 0.218
H -0.32834 -0.16877 2.20237 -0.132 -0.029 0.129 0.221
H 1.39630 0.16059 2.12806 -0.008 0.068 0.022 0.219
H 0.23215 1.47455 1.84245 -0.023 0.207 0.065 0.208
H 1.48465 -1.62520 -1.55871 -0.357 0.007 0.138 0.329
H -0.17695 -1.76411 -1.59659 0.130 0.109 0.025 0.326
```
Forces are in eV/Å.

Computed properties:
Molecular weight in g/mol: 103.16
SMILES: CCC(C)(C)ON
E_LUMO in eV: 0.9
Frontier orbital gap in eV: 10.6
Total charge: 0
Relative energy (zero: lowest compared OMol25 entry of this formula, charge and spin) in kcal/mol: 46.8
E in eV: -8931.983
F_max in eV/A: 0.61

---

The following is a quantum chemistry calculation of a 2-piece molecular cluster, C5H13NO overall at a distorted geometry, from OMol25.

Structure (XYZ):
```
20
Properties=species:S:1:pos:R:3:forces:R:3:nbo_charge:R:1
C 1.93798 -1.18749 -1.33557 -0.035 -0.473 0.014 -0.413
C 0.64597 -1.41533 -1.43717 -2.008 -0.002 -0.442 -0.166
C -0.36281 -0.45184 -2.04711 0.987 0.840 -0.581 -0.459
C -0.51153 0.90067 -1.33018 -0.198 -0.454 -0.041 -0.035
C -1.03359 0.73774 0.09919 -0.896 -0.047 -0.684 -0.631
N -1.38981 1.71710 -2.18683 -0.118 -0.084 0.529 -0.821
H 2.58056 -1.97453 -0.96546 0.231 0.221 0.077 0.205
H 2.34953 -0.25867 -1.69468 0.284 0.140 0.059 0.194
H 0.15388 -2.34833 -1.17678 0.638 -0.237 0.366 0.196
H -1.35995 -0.83180 -2.27299 0.019 -0.523 0.533 0.206
H 0.01536 -0.20500 -3.04547 0.001 0.106 0.020 0.226
H 0.48135 1.34932 -1.28518 -0.014 0.248 -0.132 0.183
H -1.30888 1.69702 0.53905 0.633 0.118 0.242 0.208
H -0.35480 0.13530 0.69259 0.039 0.151 0.335 0.220
H -2.01184 0.23909 0.05130 0.200 -0.336 -0.012 0.194
H -1.39117 2.66163 -1.83241 0.104 0.386 -0.016 0.351
H -2.34631 1.40501 -2.00676 0.135 -0.055 -0.265 0.342
O 1.34183 -0.79512 7.47637 0.646 0.905 -0.457 -0.931
H 1.76986 -0.11883 6.91085 -0.240 -0.483 0.658 0.466
H 0.79438 -1.25595 6.84724 -0.405 -0.422 -0.202 0.465
```
Forces are in eV/Å.

Computed properties:
Molecular weight in g/mol: 103.16
SMILES: C=CC[C@H](C)N.O
E_LUMO in eV: 0.8
Frontier orbital gap in eV: 10.3
Total charge: 0
Relative energy (zero: lowest compared OMol25 entry of this formula, charge and spin) in kcal/mol: 35.5
E in eV: -8932.470
F_max in eV/A: 2.06

---

Q: Among the records above, which one has the highest molecular weight?
A: C5H13N5S

---

What did the first record say?
The following is a quantum chemistry calculation of one molecule with the formula C5H13N3O at a distorted geometry, from OMol25.

Structure (XYZ):
```
22
Properties=species:S:1:pos:R:3:forces:R:3:nbo_charge:R:1
C 1.52569 0.40920 -2.38996 -0.027 -0.546 -0.401 -0.415
N 1.16848 1.15382 -1.19038 -0.191 -1.007 2.315 -0.682
C 0.69477 0.27036 0.04674 0.965 2.157 -3.262 0.011
C 1.71082 -0.56229 0.74866 -0.286 0.219 -0.088 -0.658
C -0.63871 0.37831 0.13898 1.738 -1.557 -0.345 0.438
O -1.33366 1.08706 -0.76207 1.356 0.982 -1.219 -0.715
N -1.21492 -0.52968 1.05858 -1.098 0.585 0.164 -0.317
C -2.54168 -0.98594 0.67921 -0.077 0.004 0.133 -0.411
N -1.20921 -0.09392 2.41527 -0.142 0.194 0.168 -0.652
H 1.95211 -0.58998 -2.23833 0.092 0.118 0.355 0.180
H 0.63710 0.24365 -3.00297 -0.016 0.074 -0.025 0.190
H 2.24660 0.96964 -2.98743 -0.107 0.093 0.040 0.201
H 1.95896 1.71538 -0.88697 -0.216 0.017 -0.080 0.372
H 2.39755 -1.01983 0.03470 0.022 0.018 -0.069 0.215
H 2.30775 0.03859 1.43926 0.054 -0.087 0.097 0.207
H 1.22700 -1.36930 1.29473 -0.060 -0.016 0.106 0.237
H -0.49460 1.49068 -1.39287 -1.919 -1.079 2.285 0.522
H -2.49261 -1.39934 -0.32568 -0.038 -0.033 -0.037 0.205
H -3.28508 -0.18162 0.68915 -0.040 -0.005 -0.009 0.177
H -2.84391 -1.75593 1.38580 0.001 -0.014 -0.055 0.211
H -0.25881 -0.14861 2.76497 -0.088 0.017 -0.085 0.353
H -1.51361 0.87973 2.48062 0.078 -0.133 0.010 0.332
```
Forces are in eV/Å.

Computed properties:
Molecular weight in g/mol: 131.18
SMILES: CN/C(C)=C(\O)N(C)N
E_LUMO in eV: 0.8
Frontier orbital gap in eV: 8.7
Total charge: 0
Relative energy (zero: lowest compared OMol25 entry of this formula, charge and spin) in kcal/mol: 81.2
E in eV: -11911.096
F_max in eV/A: 4.03